Entry from OMol25: the ion C4H13N3 with charge +3 at a distorted geometry (the ωB97M-V functional and the def2-TZVPD basis).

Calculated values
Total charge: +3
E_HOMO (alpha / beta) (eV): -24.38 / -25.58
ΔE to the lowest compared entry with this formula, charge and spin (kcal per mole): 53.4
2S+1: 2
E_tot (eV): -8793.8543
E_LUMO (alpha / beta) (eV): -12.3 / -16.5

Each line ends with the Löwdin spin population.
Element x y z (Å)
H  1.62  -1.99  -0.13  0.000
H  -0.23  0.67  1.71  0.010
H  -1.44  -0.78  0.01  0.004
C  1.37  0.53  -1.08  0.031
C  0.63  -0.08  -0.15  0.344
H  -0.37  1.84  0.72  0.000
H  2.68  0.28  -2.83  0.008
C  -1.72  0.25  0.25  0.022
H  -2.62  -0.30  2.19  0.000
H  1.50  -1.41  1.23  0.006
N  -2.80  0.34  1.38  0.004
H  -2.49  1.31  1.74  0.000
C  -0.34  0.79  0.66  0.036
H  2.89  -0.82  -1.63  0.011
H  0.06  -1.91  0.56  0.003
H  -3.74  0.12  1.06  0.000
H  1.17  1.50  -1.35  -0.004
N  0.94  -1.47  0.44  0.024
H  -2.06  0.91  -0.63  0.000
N  2.33  -0.05  -1.92  0.500


Entry from OMol25: a cluster of 2 separate species, C4H13N3O in total at a distorted geometry (the ωB97M-V functional and the def2-TZVPD basis).

Calculated values
Total charge: -1
E_HOMO (alpha / beta) (eV): 0.03 / -3.56
ΔE to the lowest compared entry with this formula, charge and spin (kcal per mole): 18.1
2S+1: 2
E_tot (eV): -10874.7195
E_LUMO (alpha / beta) (eV): 4.1 / 4.0

Each line ends with the Löwdin spin population.
Element x y z (Å)
H  -0.38  0.51  -3.53  -0.001
H  0.73  1.37  0.80  0.003
O  -1.23  -0.61  0.64  0.004
N  0.35  -0.39  -1.84  0.169
N  -0.67  0.94  2.36  0.001
H  1.32  -0.09  -3.66  0.007
H  -2.11  -0.50  2.50  0.000
C  -0.01  1.87  1.44  0.001
H  0.52  2.64  2.00  0.000
H  0.92  1.41  -2.76  0.019
C  0.58  0.39  -3.02  0.036
C  1.35  -1.10  -1.22  0.473
C  -1.70  0.13  1.68  0.000
H  -0.45  -0.19  -1.23  0.004
H  0.28  -1.23  0.57  0.005
H  -0.72  2.32  0.75  0.000
N  1.18  -1.54  0.06  0.205
H  2.26  -1.29  -1.79  0.068
H  1.87  -2.11  0.49  0.005
H  -2.50  0.81  1.35  0.000
H  0.03  0.29  2.70  0.001


Entry from OMol25: the molecule C4H13N3O at a distorted geometry (the ωB97M-V functional and the def2-TZVPD basis).

Calculated values
E_HOMO (eV): -8.67
ΔE to the lowest compared entry with this formula, charge and spin (kcal per mole): 34.2
E_tot (eV): -10876.1926
E_LUMO (eV): 0.8

Each line ends with the Löwdin charge.
Element x y z (Å)
C  1.03  -0.14  -0.19  -0.362
H  2.11  2.00  1.76  0.075
H  1.67  -0.99  -0.46  0.130
C  -0.48  -0.56  -0.55  -0.609
C  1.14  1.54  1.59  -0.134
N  -0.66  -0.55  -1.99  0.052
H  -0.03  -2.54  -0.50  0.079
H  0.57  1.60  2.52  0.078
H  -1.38  1.41  -0.24  0.087
H  -1.48  0.34  1.17  0.077
H  -2.55  0.08  -0.20  0.084
C  -1.52  0.37  0.08  -0.029
N  -0.80  -1.93  -0.21  0.063
H  0.74  -0.45  1.80  0.094
H  0.91  0.80  -1.85  0.080
N  1.31  0.14  1.21  -0.050
O  1.46  0.92  -1.05  -0.034
H  -0.15  -1.34  -2.38  0.084
H  0.60  2.14  0.85  0.070
H  -1.64  -0.79  -2.16  0.089
H  -0.85  -2.03  0.80  0.074


Entry from OMol25: a structure of composition C4H13N3O at a distorted geometry (the ωB97M-V functional and the def2-TZVPD basis).

Calculated values
E_HOMO (eV): -8.85
ΔE to the lowest compared entry with this formula, charge and spin (kcal per mole): 48.8
E_tot (eV): -10875.5597
E_LUMO (eV): 0.9

Each line ends with the Löwdin charge.
Element x y z (Å)
N  0.47  1.87  0.42  0.125
H  -1.50  0.26  0.99  0.107
H  -2.01  -1.27  0.27  0.108
O  1.43  0.67  -1.32  -0.134
H  1.39  -2.17  0.11  0.079
H  2.59  1.08  1.42  0.083
H  2.81  -0.33  0.51  0.087
H  -2.14  -0.24  -1.97  0.077
C  0.39  -1.92  0.45  -0.101
N  2.16  0.32  0.91  0.110
H  0.41  -1.80  1.54  0.085
N  -0.04  -0.68  -0.17  -0.161
H  0.50  2.04  1.42  0.091
H  -1.47  1.27  -1.35  0.056
H  0.28  2.54  -0.31  0.100
C  -2.07  0.40  -1.09  -0.086
H  -0.28  -2.75  0.20  0.081
H  -3.08  0.75  -0.83  0.072
C  -1.45  -0.35  0.08  -0.261
H  0.41  -0.46  -1.23  0.166
C  1.19  0.76  -0.04  -0.683


Entry from OMol25: a structure of composition C4H13N3O at a distorted geometry (the ωB97M-V functional and the def2-TZVPD basis).

Calculated values
E_HOMO (eV): -7.75
ΔE to the lowest compared entry with this formula, charge and spin (kcal per mole): 183.5
E_tot (eV): -10869.7182
E_LUMO (eV): -2.7

Each line ends with the Löwdin charge.
Element x y z (Å)
H  -0.72  -2.66  1.70  0.028
C  -0.52  -1.59  -1.56  -0.111
N  -0.15  1.34  1.54  0.035
N  0.28  0.57  -0.71  0.081
O  2.30  1.55  0.64  -0.449
H  0.94  1.29  1.46  0.038
H  2.49  2.41  1.03  -0.072
H  0.15  -1.37  2.36  0.031
C  0.30  -0.79  -0.54  -0.187
H  -0.49  2.45  -0.23  0.116
H  0.01  -2.50  -1.79  0.107
H  -0.07  -1.32  0.55  0.025
H  1.22  1.00  -0.67  0.077
H  1.32  -1.19  -0.70  0.148
H  -2.29  -0.38  -1.62  0.072
H  -0.52  0.46  1.88  0.029
C  -1.63  -1.11  -2.09  0.042
N  -0.52  -1.67  1.66  0.061
H  -1.58  1.12  -0.12  0.109
C  -0.58  1.47  0.21  -0.245
H  -2.11  -1.53  -2.96  0.064


Entry from OMol25: a cluster of 2 separate species, C4H13N3O2 in total at a distorted geometry (the ωB97M-V functional and the def2-TZVPD basis).

Calculated values
E_HOMO (eV): -8.33
ΔE to the lowest compared entry with this formula, charge and spin (kcal per mole): 96.1
E_tot (eV): -12920.6115
E_LUMO (eV): 0.7

Each line ends with the Löwdin charge.
Element x y z (Å)
H  0.48  1.95  -1.43  0.104
H  0.90  -0.94  0.95  0.052
C  -1.73  -2.00  0.39  -0.134
H  -0.01  0.00  -2.36  0.081
H  -0.43  1.00  1.40  0.037
N  0.37  1.63  1.34  0.023
H  0.07  2.55  1.02  0.073
N  -2.29  0.20  -1.27  0.091
N  -1.88  0.43  -0.17  -0.015
H  2.26  1.77  0.57  0.120
C  1.40  1.10  0.52  -0.420
O  0.54  -0.14  -1.58  -0.114
H  2.17  -0.25  1.99  0.080
C  1.78  -0.30  0.98  -0.069
H  -1.24  -2.63  1.13  0.096
H  -2.43  -0.78  -1.56  0.077
H  -2.79  -2.30  0.27  0.086
C  1.08  1.07  -1.14  -0.215
O  -1.61  -0.67  0.79  -0.211
H  2.07  1.19  -1.58  0.097
H  -1.23  -2.16  -0.59  0.081
H  2.53  -0.72  0.31  0.079


Entry from OMol25: a cluster of 2 separate species, C4H13N4 in total at a distorted geometry (the ωB97M-V functional and the def2-TZVPD basis).

Calculated values
Total charge: +1
E_HOMO (eV): -13.51
ΔE to the lowest compared entry with this formula, charge and spin (kcal per mole): 30.7
E_tot (eV): -10312.7588
E_LUMO (eV): -2.9

Each line ends with the Löwdin charge.
Element x y z (Å)
H  -2.13  -1.52  0.40  0.084
H  0.84  -0.72  1.90  0.108
N  -1.32  -0.93  0.67  0.057
H  0.43  0.91  -2.53  0.087
N  -0.14  -2.83  -0.29  0.148
C  0.83  2.39  0.69  -0.028
H  1.68  -1.34  0.55  0.115
N  0.89  -1.48  1.20  0.130
C  -0.23  -1.67  0.44  -0.570
N  -1.16  1.42  -0.51  0.163
H  2.04  1.48  -1.73  0.099
H  0.06  3.07  1.13  0.102
H  -1.65  2.26  -0.16  0.170
H  1.70  3.03  0.41  0.108
H  -1.51  1.25  -1.43  0.141
H  1.18  1.65  1.41  0.079
C  0.94  1.30  -1.62  0.084
C  0.29  1.68  -0.50  -0.381
H  -0.87  -2.86  -1.03  0.125
H  -1.37  0.52  0.10  0.077
H  0.75  -3.16  -0.62  0.103


Entry from OMol25: a cluster of 2 separate species, C4H13N4O in total at a distorted geometry (the ωB97M-V functional and the def2-TZVPD basis).

Calculated values
Total charge: +1
E_HOMO (eV): -12.92
ΔE to the lowest compared entry with this formula, charge and spin (kcal per mole): 101.0
E_tot (eV): -12358.5092
E_LUMO (eV): -4.1

Each line ends with the Löwdin charge.
Element x y z (Å)
H  -2.56  3.36  0.23  0.108
H  3.43  -2.19  0.15  0.116
H  -3.75  2.43  1.16  0.115
H  3.50  -2.19  -1.56  0.133
C  3.12  -1.48  -0.72  -0.130
H  1.26  -1.39  -1.56  0.067
H  3.04  0.45  0.76  0.067
O  -1.78  0.77  0.48  0.038
H  0.31  -1.18  2.17  0.065
C  -2.61  1.19  -0.25  -0.599
H  0.33  -2.41  0.98  0.178
H  -4.11  2.65  -0.49  0.052
N  0.51  -1.42  1.30  0.233
N  -2.80  0.55  -1.50  0.168
H  -2.33  -0.36  -1.30  0.111
H  3.90  -0.63  -0.48  0.110
N  1.73  -1.21  -0.81  0.045
N  2.18  0.19  1.05  0.219
H  -3.48  0.48  -2.13  0.034
H  2.07  0.57  1.96  0.132
C  -3.27  2.49  0.12  -0.010
C  1.32  -0.69  0.45  -0.253


Entry from OMol25: the molecule C4H13N5 at a distorted geometry (the ωB97M-V functional and the def2-TZVPD basis).

Calculated values
E_HOMO (eV): -7.31
ΔE to the lowest compared entry with this formula, charge and spin (kcal per mole): 43.0
E_tot (eV): -11807.0659
E_LUMO (eV): 0.9

Each line ends with the Löwdin charge.
Element x y z (Å)
N  1.14  0.59  1.46  0.078
N  0.97  2.07  -0.94  0.130
H  -0.23  0.88  -2.89  0.077
H  2.01  1.12  1.42  0.081
H  0.97  -2.04  -0.34  0.079
H  -2.67  0.33  1.23  0.074
C  -1.88  0.56  0.51  -0.053
N  -1.16  -1.81  0.86  0.029
H  -2.11  -1.85  1.24  0.073
C  0.65  0.82  -0.94  -0.361
C  0.32  0.17  -2.26  -0.054
H  0.61  0.67  2.33  0.089
H  2.36  -1.31  0.40  0.090
H  -1.48  1.55  0.75  0.080
H  -0.29  -0.72  -2.12  0.071
H  -2.29  0.55  -0.50  0.074
C  0.59  -0.06  0.32  -0.598
H  1.25  -0.11  -2.77  0.078
H  1.15  2.46  -0.01  0.032
H  -0.51  -2.20  1.54  0.073
N  1.40  -1.22  0.09  0.087
N  -0.81  -0.46  0.61  -0.229


Entry from OMol25: a cluster of 2 separate species, C4H13N6 in total at a distorted geometry (the ωB97M-V functional and the def2-TZVPD basis).

Calculated values
Total charge: +1
E_HOMO (eV): -11.54
ΔE to the lowest compared entry with this formula, charge and spin (kcal per mole): 22.7
E_tot (eV): -13292.0262
E_LUMO (eV): -3.1

Each line ends with the Löwdin charge.
Element x y z (Å)
H  3.64  0.82  -1.42  0.107
N  1.98  -2.10  -0.01  0.130
H  -1.42  2.20  -0.53  0.073
H  -4.03  -0.40  -0.18  0.088
N  -1.08  -1.11  0.58  0.170
N  -3.19  -0.26  -0.74  0.090
C  1.38  -0.90  0.12  -0.158
H  -3.14  0.72  -0.98  0.069
H  -1.98  -0.70  -0.01  0.070
H  2.96  -2.02  -0.23  0.098
C  -0.91  2.03  0.42  -0.032
N  2.24  0.44  -0.06  -0.181
H  4.16  0.84  0.15  0.107
N  1.42  1.47  -0.02  0.108
N  3.53  0.39  -0.51  0.081
C  0.14  -0.36  0.33  -0.184
H  -0.51  2.98  0.74  0.089
H  -3.30  -0.79  -1.60  0.088
H  -1.63  1.67  1.15  0.075
H  -1.33  -1.08  1.57  0.165
H  1.79  -2.81  0.69  0.107
H  -0.93  -2.09  0.31  0.157
C  0.21  1.07  0.24  -0.315